a) {
  "formula": "C3H13NO3",
  "method": "wB97M-V/def2-TZVPD",
  "symbols": ["H", "H", "O", "C", "H", "H", "H", "H", "H", "H", "H", "C", "H", "H", "O", "H", "N", "O", "C", "H"],
  "coordinates": [[1.393, -3.229, 1.425], [-1.523, 0.075, 1.974], [0.542, -1.767, -1.827], [-2.127, 0.247, 0.075], [4.541, 4.858, 1.441], [-0.187, -0.564, 0.464], [-1.515, -1.358, -2.140], [-2.288, 1.458, 1.732], [-1.876, 1.212, -0.389], [0.893, -2.623, 0.001], [4.593, 5.292, -0.006], [-0.622, -0.992, -1.629], [-3.043, -0.100, -0.417], [-1.430, -1.688, 0.310], [1.247, -3.369, 0.495], [0.288, -2.677, -1.692], [-2.323, 0.471, 1.515], [4.881, 5.526, 0.859], [-1.047, -0.781, -0.193], [-0.400, 0.009, -1.998]],
  "e_homo_ev": -9.67,
  "lumo_energy_ev": 0.74,
  "gap_ev": 10.406,
  "smiles": "NCCCO.O.O"
}

---

b) {
  "formula": "C3H13NO3",
  "method": "wB97M-V/def2-TZVPD",
  "symbols": ["C", "H", "H", "H", "H", "H", "O", "H", "H", "O", "H", "C", "O", "N", "C", "H", "H", "H", "H", "H"],
  "coordinates": [[-0.205, 0.417, 0.366], [1.470, -2.357, 0.539], [-0.602, -0.202, 1.182], [2.692, 1.410, 1.123], [-3.010, -2.212, 1.984], [0.987, 0.672, -4.951], [-3.547, -1.403, 1.971], [-0.457, 0.767, -1.645], [0.698, -1.585, -0.440], [0.974, -2.489, -0.262], [-1.863, 0.267, -0.819], [1.754, 1.340, 1.674], [0.385, 0.299, -4.306], [-0.854, 0.298, -0.852], [0.592, 1.446, 0.744], [1.750, 0.354, 2.142], [1.729, 2.176, 2.388], [0.961, 0.090, -3.544], [0.609, 2.181, -0.088], [-4.062, -1.471, 2.795]],
  "e_homo_ev": -8.25,
  "lumo_energy_ev": 0.70,
  "gap_ev": 8.956,
  "smiles": "C/C=C/N.O.O.O"
}

---

c) {
  "formula": "C3H13NO3",
  "method": "wB97M-V/def2-TZVPD",
  "symbols": ["H", "O", "H", "H", "H", "C", "N", "H", "C", "C", "H", "H", "O", "H", "H", "H", "H", "O", "H", "H"],
  "coordinates": [[3.187, -0.909, 3.559], [0.828, -3.813, 1.850], [-0.058, 1.568, -3.840], [-1.037, -0.081, -2.338], [-1.279, 2.438, -2.876], [-0.323, 1.907, -2.844], [-1.316, 1.126, -0.637], [0.531, 2.533, -2.572], [-0.732, 0.396, 0.522], [-0.497, 0.741, -1.857], [-0.118, -3.785, 2.024], [-2.187, -0.837, 0.308], [2.492, -0.676, 2.926], [-0.951, 2.083, -0.620], [1.228, -2.961, 2.047], [-1.132, 0.753, 1.478], [0.343, 0.544, 0.467], [-1.217, -0.934, 0.428], [1.746, -0.465, 3.536], [0.492, 0.373, -1.560]],
  "e_homo_ev": -9.77,
  "lumo_energy_ev": 0.55,
  "gap_ev": 10.322,
  "smiles": "CCNCO.O.O"
}

---

d) {
  "formula": "C3H13NO3",
  "method": "wB97M-V/def2-TZVPD",
  "symbols": ["C", "H", "H", "H", "H", "O", "O", "C", "O", "H", "N", "H", "H", "H", "H", "C", "H", "H", "H", "H"],
  "coordinates": [[-0.504, -1.526, 0.706], [-1.171, -2.575, 2.471], [0.500, 0.665, -2.164], [0.753, -1.314, -1.523], [3.253, 3.081, 0.081], [-0.930, 3.113, -0.025], [2.774, 2.367, 0.505], [-0.515, -2.338, -0.349], [0.645, 1.483, -1.661], [-0.204, 1.762, -1.282], [0.342, -2.231, -1.437], [-2.479, -1.798, 1.630], [-0.892, 2.615, 0.803], [0.192, -0.691, 0.665], [0.057, -2.563, -2.347], [-1.429, -1.684, 1.885], [-1.335, -0.803, 2.522], [-1.212, -3.161, -0.362], [2.404, 1.812, -0.198], [-0.248, 3.786, 0.082]],
  "e_homo_ev": -8.03,
  "lumo_energy_ev": 0.58,
  "gap_ev": 8.616,
  "smiles": "C/C=C/N.O.O.O"
}

---

Which of them is the least stable? Correct choice: b).

---

a) {
  "formula": "C3H13NO3",
  "method": "wB97M-V/def2-TZVPD",
  "symbols": ["O", "H", "H", "C", "H", "H", "H", "O", "H", "H", "C", "O", "H", "N", "H", "H", "H", "H", "C", "H"],
  "coordinates": [[-2.351, -0.474, -2.050], [-2.234, 1.600, 1.022], [2.340, -0.765, -0.749], [-0.226, -1.032, 0.902], [1.794, 0.466, 0.671], [2.968, -1.453, -1.981], [-3.120, -0.892, -2.509], [2.581, 0.576, 0.227], [0.111, -1.527, 0.017], [0.396, 0.489, -1.048], [-0.527, 0.281, 0.706], [2.142, -1.120, -1.608], [-0.159, -1.431, 1.929], [-0.018, 1.084, -0.328], [-2.056, -1.106, -1.303], [-0.658, 1.780, -0.740], [-0.921, 1.874, 2.218], [3.332, 0.230, 0.745], [-1.455, 1.096, 1.621], [-1.939, 0.325, 2.257]],
  "e_homo_ev": -8.39,
  "lumo_energy_ev": 0.72,
  "gap_ev": 9.111,
  "smiles": "C=C(C)N.O.O.O"
}

---

b) {
  "formula": "C3H13NO3",
  "method": "wB97M-V/def2-TZVPD",
  "symbols": ["H", "H", "H", "C", "H", "H", "H", "C", "C", "H", "H", "O", "H", "H", "N", "O", "H", "H", "O", "H"],
  "coordinates": [[0.373, 2.386, -0.695], [-1.759, 2.233, 1.060], [-2.505, 2.482, -0.729], [-1.097, -0.266, 0.630], [-3.068, 1.236, 0.400], [-1.167, 0.440, -1.353], [2.068, -0.665, -1.087], [-1.040, 0.878, -0.376], [-2.190, 1.838, 0.081], [2.842, -1.800, 0.558], [2.952, -3.299, 1.084], [3.106, -2.374, 1.280], [0.041, -1.968, 0.809], [-1.151, -0.025, 1.736], [0.301, 1.493, -0.256], [0.136, -1.060, 0.516], [1.131, -0.890, -2.263], [0.928, 0.926, 0.273], [2.032, -0.633, -2.045], [-1.933, -0.933, 0.377]],
  "e_homo_ev": -8.76,
  "lumo_energy_ev": 0.50,
  "gap_ev": 9.258,
  "smiles": "C[C@@H](N)CO.O.O"
}

---

Which of them is the least stable? Correct choice: b).

---

a) {
  "formula": "C3H13NO3",
  "method": "wB97M-V/def2-TZVPD",
  "symbols": ["H", "H", "H", "O", "C", "H", "H", "H", "C", "H", "C", "H", "H", "H", "O", "N", "O", "H", "H", "H"],
  "coordinates": [[-2.329, -1.857, 0.077], [-3.149, 1.033, -3.455], [-3.245, -0.463, 0.343], [2.765, 3.540, -1.672], [-2.355, -1.036, 0.705], [0.136, -1.583, 0.746], [3.282, 4.151, -2.251], [-0.092, -2.184, 3.238], [0.672, -1.626, 2.672], [2.150, 4.034, -1.174], [-1.447, -0.691, 1.668], [-1.700, 0.869, -2.954], [1.425, -2.378, 2.366], [1.112, -1.060, 3.420], [-2.524, 1.387, -2.909], [-0.077, -0.947, 1.578], [2.040, -1.308, -0.772], [2.667, -0.647, -0.469], [-1.805, -0.065, 2.468], [2.616, -2.046, -0.849]],
  "e_homo_ev": -7.78,
  "lumo_energy_ev": 0.67,
  "gap_ev": 8.450,
  "smiles": "C=CNC.O.O.O"
}

---

b) {
  "formula": "C3H13NO3",
  "method": "wB97M-V/def2-TZVPD",
  "symbols": ["H", "H", "H", "H", "C", "C", "H", "H", "O", "H", "O", "H", "O", "H", "C", "H", "H", "H", "H", "N"],
  "coordinates": [[-2.562, 0.830, 0.903], [-1.379, -0.419, -0.972], [4.612, 1.209, -0.893], [0.643, -1.767, -2.519], [-3.705, -0.802, 1.257], [-4.105, -0.628, 2.718], [5.686, 3.069, -0.110], [-2.959, -1.091, -1.306], [4.277, 0.564, -1.438], [4.180, 2.864, -0.249], [1.300, -1.635, -1.670], [-3.660, -1.319, 3.461], [4.987, 2.587, 0.253], [-3.924, 0.267, 3.388], [-2.873, -0.141, 0.436], [1.702, -2.503, -1.580], [-5.114, -0.582, 3.026], [3.462, 0.352, -1.034], [-4.380, -1.656, 0.961], [-2.389, -0.279, -0.957]],
  "e_homo_ev": -8.70,
  "lumo_energy_ev": 0.56,
  "gap_ev": 9.262,
  "smiles": "C/C=C/N.O.O.O"
}

---

Which of them is the least stable? Correct choice: b).

---

a) {
  "formula": "C3H7N3O3",
  "method": "wB97M-V/def2-TZVPD",
  "symbols": ["H", "O", "C", "O", "N", "H", "C", "H", "H", "C", "N", "N", "H", "H", "H", "O"],
  "coordinates": [[-1.677, 0.252, 2.492], [0.252, -1.264, -1.710], [-0.495, 0.866, -0.191], [-0.310, -1.056, 1.291], [-1.560, 1.017, 0.631], [-2.576, 1.599, 0.428], [0.142, -0.074, -2.070], [1.931, -1.858, 1.112], [-0.476, -1.645, 0.439], [1.781, -0.413, 0.180], [0.510, 0.200, 0.627], [-0.342, 1.207, -1.440], [0.260, 0.321, -3.035], [1.357, -0.703, -1.201], [2.727, 0.432, 0.305], [-1.525, 1.119, 2.141]],
  "e_homo_ev": -8.58,
  "lumo_energy_ev": -0.33,
  "gap_ev": 8.250
}

---

b) {
  "formula": "C3H7N3O3",
  "method": "wB97M-V/def2-TZVPD",
  "symbols": ["H", "H", "O", "H", "H", "O", "C", "N", "H", "N", "N", "C", "H", "O", "H", "C"],
  "coordinates": [[-1.565, 0.689, 1.131], [-0.906, -2.744, -0.522], [0.872, -1.708, -0.498], [-2.770, -0.519, -0.297], [-1.194, -0.626, -1.337], [-1.739, -2.415, -0.380], [-0.895, -0.352, 0.832], [1.678, 2.121, -0.451], [-0.561, -0.952, 1.702], [1.243, -0.561, -0.379], [0.347, 0.207, 0.212], [0.584, 1.688, 0.220], [2.127, 3.000, -0.118], [-0.158, 2.284, 0.905], [2.381, 1.369, -0.513], [-1.720, -0.983, -0.376]],
  "e_homo_ev": -9.99,
  "lumo_energy_ev": 0.27,
  "gap_ev": 10.267,
  "smiles": "NC(=O)N(CCO)N=O"
}

---

Which of them is the least stable? Correct choice: a).

---

a) {
  "formula": "C3H7N3O3",
  "method": "wB97M-V/def2-TZVPD",
  "symbols": ["H", "H", "O", "H", "H", "H", "C", "O", "N", "C", "H", "N", "N", "O", "C", "H"],
  "coordinates": [[2.600, 2.199, -0.163], [0.021, -2.496, 0.020], [0.415, -0.986, 1.736], [0.368, -0.613, 2.627], [-1.366, -0.555, -2.236], [1.127, 2.176, 0.845], [1.436, 0.533, -0.224], [-0.736, 0.931, 1.314], [-0.666, -0.800, -0.308], [-0.156, -0.057, 0.881], [-2.589, -0.334, -0.943], [1.798, 1.732, 0.228], [1.513, -0.323, -1.058], [-0.869, -2.168, -0.217], [-1.556, -0.150, -1.242], [-1.338, 0.913, -1.260]],
  "e_homo_ev": -7.81,
  "lumo_energy_ev": -0.83,
  "gap_ev": 6.981
}

---

b) {
  "formula": "C3H7N3O3",
  "method": "wB97M-V/def2-TZVPD",
  "symbols": ["N", "N", "H", "H", "H", "C", "C", "H", "O", "N", "H", "O", "C", "H", "O", "H"],
  "coordinates": [[2.156, -0.483, 0.936], [-0.749, 1.630, -0.122], [1.400, 0.142, 2.060], [0.966, 0.942, -0.512], [-0.847, -2.526, -1.372], [-0.864, -1.306, -1.278], [0.935, -1.371, 0.511], [2.776, -1.116, 1.328], [0.963, -2.573, 0.455], [0.132, 0.714, 0.023], [-1.766, -0.951, -1.441], [-0.285, 2.790, -0.400], [-0.320, -0.676, 0.011], [-0.265, -1.069, -2.080], [-2.005, 1.342, -0.093], [-0.930, -0.801, 1.010]],
  "e_homo_ev": -10.55,
  "lumo_energy_ev": -0.47,
  "gap_ev": 10.076
}

---

Which of them is the least stable? Correct choice: b).

---

a) {
  "formula": "C4H5NO3",
  "method": "wB97M-V/def2-TZVPD",
  "symbols": ["O", "O", "C", "N", "O", "C", "H", "H", "C", "H", "H", "H", "C"],
  "coordinates": [[2.769, 0.175, -0.254], [-2.939, -0.521, -0.078], [-1.673, -0.168, -0.016], [0.228, 1.053, 0.076], [-0.593, -1.058, -0.033], [1.762, -0.797, 0.040], [-3.675, 0.211, -0.351], [2.538, 1.057, 0.223], [-1.187, 1.086, 0.045], [1.914, -1.629, -0.606], [1.979, -1.293, 1.093], [-1.583, 2.140, -0.212], [0.458, -0.256, 0.072]],
  "e_homo_ev": -8.52,
  "lumo_energy_ev": 0.22,
  "gap_ev": 8.738,
  "smiles": "OCc1ncc(O)o1"
}

---

b) {
  "formula": "C4H5NO3",
  "method": "wB97M-V/def2-TZVPD",
  "symbols": ["C", "C", "H", "H", "H", "O", "O", "H", "C", "O", "C", "H", "N"],
  "coordinates": [[0.858, 2.796, 0.500], [-0.998, -1.687, -0.353], [-1.362, 1.046, -0.231], [-0.034, 3.245, 0.356], [1.802, 0.861, 0.287], [0.919, -2.823, -0.247], [-0.267, -0.594, -0.126], [1.733, 3.313, 0.756], [0.909, 1.507, 0.297], [-0.868, -3.978, -0.439], [-0.289, 0.790, -0.103], [-2.149, -1.579, -0.322], [-0.254, -2.897, -0.375]],
  "e_homo_ev": [-8.38, -8.80],
  "lumo_energy_ev": [-1.19, -0.79],
  "gap_ev": [7.191, 8.016]
}

---

c) {
  "formula": "C4H5NO3",
  "method": "wB97M-V/def2-TZVPD",
  "symbols": ["H", "O", "O", "H", "N", "C", "H", "H", "H", "C", "C", "C", "O"],
  "coordinates": [[-0.024, 0.376, -1.682], [2.116, -1.135, 0.052], [-0.126, 1.592, -0.088], [-0.022, 0.793, 1.724], [1.325, 1.080, 0.303], [-0.562, 0.369, -0.773], [-1.299, -1.608, -1.296], [-2.379, -0.897, 0.111], [1.999, 1.418, -0.485], [-1.324, -0.951, -0.349], [1.175, -0.395, 0.368], [-0.161, -0.651, 0.494], [-0.717, 0.008, 1.622]],
  "e_homo_ev": -9.07,
  "lumo_energy_ev": 0.04,
  "gap_ev": 9.111,
  "smiles": "O=C1NO[C@@H]2C[C@@]12O"
}

---

d) {
  "formula": "C4H5NO3",
  "method": "wB97M-V/def2-TZVPD",
  "symbols": ["C", "H", "N", "C", "H", "H", "O", "O", "C", "H", "C", "H", "O"],
  "coordinates": [[-1.509, -1.000, 0.392], [2.250, 2.180, 0.639], [-0.360, -1.359, -0.071], [-2.115, 0.295, 0.079], [2.907, 0.595, 0.833], [-0.487, 0.827, -0.904], [1.535, 0.635, -0.527], [-1.258, 1.184, -0.457], [0.706, -1.397, -0.513], [-1.800, -1.681, 1.139], [2.175, 1.156, 0.330], [1.205, -1.958, -1.294], [-3.249, 0.522, 0.353]],
  "e_homo_ev": -7.84,
  "lumo_energy_ev": -0.01,
  "gap_ev": 7.825
}

---

Which of them is the least stable? Correct choice: b).